71
Properties=species:S:1:pos:R:3 method="wB97M-V/def2-TZVPD" total_charge=-1 energy_ev=-127868.5777
Nb -0.996 2.516 1.464
Cl 2.412 -2.515 -5.874
Cl 2.963 -4.730 -4.053
Cl -3.611 2.405 5.306
Cl 0.963 -6.950 0.692
Cl -5.567 2.897 7.427
Cl -6.558 1.777 2.240
Cl 0.394 -4.740 -1.133
Cl -6.155 2.790 -0.468
F -0.020 2.584 3.328
O 2.616 -1.905 2.204
O -2.750 -1.715 -1.979
C -3.079 1.292 -0.749
C 1.556 -5.984 -0.665
C 3.305 -1.540 1.029
C 3.489 1.137 -2.196
C -5.200 1.991 5.949
C 1.461 -1.100 2.420
C -3.396 -1.299 -0.763
C 3.569 -3.765 -5.404
C 2.531 -1.876 -0.285
C -2.714 -0.077 -0.097
C 0.802 3.720 0.652
C 2.178 3.005 0.951
C 2.298 1.793 -0.034
C 3.684 1.689 -0.750
C 2.594 -0.145 -2.260
C -1.985 2.416 -0.580
C 3.255 -1.393 -1.584
C -7.157 1.780 0.577
H -1.901 4.072 1.880
H 0.844 4.678 1.227
H 1.531 1.888 -0.826
H -4.033 1.642 -0.303
H -5.952 2.225 5.202
H 4.470 0.928 -2.665
H 1.166 -1.265 3.473
H -1.624 -0.237 -0.152
H 1.728 -6.639 -1.513
H 2.508 -0.390 -3.341
H -7.142 0.762 0.199
H -3.298 1.145 -1.831
H -8.172 2.164 0.570
H 0.621 -1.379 1.757
H -4.484 -1.158 -0.930
H 2.972 1.924 -2.779
H 3.251 -2.241 -2.297
H -3.291 -2.151 -0.053
H 2.471 -2.991 -0.338
H -0.096 0.948 1.099
H 2.240 2.690 2.006
H 4.497 -3.288 -5.105
H -2.436 3.392 -0.847
H 2.088 0.836 0.479
H 4.440 1.120 -0.174
H 3.032 3.692 0.759
H 1.671 -0.015 2.317
H -2.367 1.599 2.272
H 4.224 -2.160 1.008
H -3.059 -0.047 0.953
H 1.482 -1.526 -0.260
H -2.379 -2.577 -1.831
H -1.175 2.197 -1.316
H 1.563 0.038 -1.915
H 4.324 -1.179 -1.375
H 3.643 -0.484 1.008
H 4.061 2.730 -0.856
H -5.221 0.931 6.177
H 3.743 -4.419 -6.252
H 0.697 3.990 -0.419
H 2.484 -5.501 -0.373

---

32
Properties=species:S:1:pos:R:3 method="wB97M-V/def2-TZVPD" total_charge=-1 multiplicity=4 relative_energy_ev=0.760
Er -0.859 1.481 -0.788
Cl -0.623 2.634 1.327
Cl -2.146 -0.099 -2.248
O -1.382 -0.770 0.795
C -3.713 -0.261 1.142
C 2.281 -1.454 0.000
C 2.070 1.429 -0.416
C 1.217 0.417 -1.117
C 1.261 -0.849 -0.871
C 3.315 -0.496 0.605
C -1.448 3.213 -1.883
C 3.439 0.828 -0.111
C -2.559 -1.204 1.077
C -2.828 -2.652 1.327
H 2.101 2.371 -0.965
H 4.291 -0.990 0.661
H -1.320 3.014 -2.979
H 0.645 0.910 -2.042
H 2.814 -2.338 -0.387
H 1.773 -1.995 0.805
H 0.497 -1.509 -1.261
H -4.550 -0.762 1.642
H 3.956 0.719 -1.067
H -4.018 0.001 0.116
H 1.549 1.614 0.515
H -3.765 -2.718 1.894
H -2.020 -3.127 1.894
H -2.970 -3.163 0.362
H 4.013 1.533 0.491
H 3.007 -0.335 1.635
H -3.432 0.645 1.696
H -0.595 3.910 -1.851

---

12
Properties=species:S:1:pos:R:3 method="wB97M-V/def2-TZVPD" relative_energy_ev=3.387 smiles="CN(Cl)C[N+](=O)[O-]"
Cl 2.267 -0.948 0.390
O -2.372 -1.006 -0.350
O -1.835 0.939 0.419
N -1.611 -0.278 0.287
N 0.791 -0.488 -0.493
C -0.417 -0.841 0.809
C 0.885 0.940 -0.768
H -0.206 1.233 -1.179
H -0.022 -0.210 1.656
H -0.389 -1.980 0.827
H 1.269 1.432 0.080
H 1.639 1.208 -1.677

---

14
Properties=species:S:1:pos:R:3 method="wB97M-V/def2-TZVPD" relative_energy_ev=4.752 smiles="[O-][N+]1=C[C@@H](O)CC1"
O 2.925 0.503 -0.252
O -1.410 1.471 -0.582
N 1.711 0.435 -0.008
C -0.476 -0.730 0.163
C 0.954 -0.864 -0.262
C 0.916 1.350 0.430
C -0.808 0.792 0.427
H -0.653 -1.297 1.172
H -1.291 -1.094 -0.531
H -1.196 0.929 1.324
H 0.910 -1.187 -1.304
H 1.231 2.318 0.592
H 1.683 -1.501 0.316
H -0.969 1.441 -1.375

---

142
Properties=species:S:1:pos:R:3 method="wB97M-V/def2-TZVPD" total_charge=-1 relative_energy_ev=1.575
Bi -0.662 0.003 0.053
I 1.088 3.118 0.215
P 1.995 -2.752 -0.671
P 3.453 0.087 -0.657
P -2.232 2.819 0.173
Si -2.801 -1.641 0.113
F -1.096 -1.103 4.911
F 1.066 2.328 3.875
F 2.811 1.184 3.328
F 2.334 -1.319 2.493
F 2.736 -1.395 4.614
F 0.601 -0.833 6.218
F 2.191 1.282 5.399
F -0.584 0.876 5.600
F 1.028 -2.448 3.792
O 0.795 -2.140 -0.048
O 2.139 0.710 -0.358
O 0.028 0.117 2.823
N -1.238 0.029 -1.903
C 4.760 0.616 0.480
C -4.394 1.832 4.119
C -5.041 1.610 -2.574
C 2.531 -4.217 0.249
C -3.696 -1.336 2.822
C 0.661 -0.255 -3.432
C -3.614 6.637 0.738
C 3.944 -6.140 0.577
C -6.402 -1.520 2.237
C -3.224 2.349 1.642
C 5.808 -0.180 0.929
C -4.287 1.716 -1.413
C 1.135 -0.339 -4.729
C -3.870 3.484 -3.507
C -1.018 5.470 0.683
C 5.669 2.483 1.704
C -0.140 7.730 1.238
C 1.707 -3.256 -2.370
C 0.363 5.045 0.654
C 5.300 0.131 -2.772
C 2.385 -3.981 -4.562
C 3.522 -1.741 -0.598
C -0.692 0.051 -3.131
C 1.139 7.276 1.223
C -2.511 -5.704 -0.799
C -2.525 7.413 0.986
C -3.343 2.728 -1.273
C 0.049 -3.699 -4.056
C -5.985 -1.447 3.560
C 5.778 0.603 -3.983
C -2.397 -3.492 0.202
C -1.817 -4.074 1.333
C 2.370 -5.497 2.279
C 3.852 2.034 -4.185
C -4.612 2.349 1.778
C -5.192 2.089 3.010
C 4.698 1.954 0.871
C 5.052 1.558 -4.688
C 6.783 0.353 1.762
C -1.507 0.347 -4.264
C 3.363 1.551 -2.977
C -1.609 -5.443 1.408
C 0.307 -0.082 -5.816
C 4.085 0.597 -2.271
C -3.016 1.797 3.987
C 1.947 -4.435 1.490
C 3.531 -5.075 -0.207
C -2.192 4.670 0.463
C -3.124 3.595 -2.344
C 1.726 1.194 4.128
C 1.052 -4.039 -4.950
C 1.379 5.923 0.919
C 3.364 -6.349 1.825
C -5.462 -1.521 1.213
C -2.432 2.040 2.751
C 0.373 -3.302 -2.768
C 6.714 1.683 2.149
C 0.802 -0.060 3.862
C -3.427 5.270 0.485
C 2.713 -3.590 -3.273
C -4.843 2.498 -3.620
C -4.094 -1.446 1.485
C -1.949 -6.264 0.339
C -2.738 -4.333 -0.859
C -1.224 6.859 0.968
C -4.630 -1.350 3.849
C 1.745 -1.305 3.698
C -1.018 0.276 -5.553
C -0.059 -0.293 5.169
H 0.799 -4.327 -5.962
H 7.592 -0.275 2.114
H -5.798 -1.598 0.182
H 3.278 2.766 -4.739
H 0.679 -0.151 -6.831
H 4.226 -2.088 -1.359
H -2.384 1.552 4.834
H -2.366 4.367 -2.268
H 2.174 -0.612 -4.895
H 5.876 -1.223 0.643
H -4.305 4.668 0.304
H -4.425 0.988 -0.624
H -5.773 0.815 -2.664
H -0.400 -2.992 -2.076
H -1.530 -3.449 2.174
H -2.642 -1.223 3.067
H 5.885 -0.590 -2.209
H -6.271 2.076 3.101
H -6.714 -1.453 4.361
H -1.352 1.954 2.650
H -2.541 0.612 -4.078
H 5.427 1.929 -5.634
H -7.459 -1.584 2.003
H -3.191 -3.907 -1.750
H 3.692 -7.178 2.439
H -1.776 -7.331 0.395
H 4.718 -6.806 0.218
H -5.423 2.407 -4.530
H 1.972 7.936 1.434
H 6.717 0.234 -4.376
H 7.466 2.092 2.812
H 5.606 3.518 2.015
H -4.854 1.627 5.078
H -2.628 8.470 1.203
H -2.778 -6.335 -1.640
H 2.418 1.901 -2.582
H 1.175 -3.760 1.833
H 3.987 -4.925 -1.178
H -3.682 4.160 -4.332
H -0.988 -3.709 -4.366
H 3.170 -4.224 -5.268
H -4.614 7.054 0.743
H -3.556 -1.525 -1.165
H -0.362 8.768 1.458
H 1.920 -5.653 3.252
H -1.687 0.494 -6.381
H 3.932 -2.000 0.380
H 1.316 -0.451 -2.593
H -5.250 2.546 0.925
H 3.863 2.565 0.546
H 3.760 -3.523 -2.995
H 2.399 5.564 0.891
H -4.297 -1.269 4.878
H -1.175 -5.875 2.303

---

13
Properties=species:S:1:pos:R:3 method="wB97M-V/def2-TZVPD" relative_energy_ev=3.987
O 1.634 0.087 -1.306
O 3.013 1.839 -1.449
N -1.077 -0.775 0.479
C -0.557 0.515 0.822
C 2.760 0.627 -1.491
C -2.300 -1.086 0.564
H 3.630 -0.027 -1.715
H -2.698 -1.912 -0.009
H 0.103 0.934 0.042
H 0.162 0.469 1.648
H -1.258 1.225 1.253
H -0.420 -1.417 0.030
H -2.991 -0.480 1.131

---

88
Properties=species:S:1:pos:R:3 method="wB97M-V/def2-TZVPD" total_charge=+1 relative_energy_ev=0.285
Pt 0.043 0.704 0.770
S 0.193 -2.497 -0.076
Si -2.682 1.811 -0.509
O 6.592 -0.005 2.959
O 2.025 -0.596 7.280
O 0.607 -1.581 -1.187
N 2.151 0.491 0.891
N 0.287 -0.154 2.618
N -0.019 2.560 -0.400
C -5.877 3.748 1.288
C -1.756 -0.382 -3.922
C 4.874 0.277 1.346
C -4.396 2.464 -0.143
C 1.066 4.830 -0.315
C 0.409 2.418 -1.849
C 3.017 0.631 -0.114
C 0.815 -1.007 5.218
C 1.560 -0.204 3.080
C 0.932 3.455 0.329
C 1.618 3.269 -2.217
C -2.012 0.576 0.701
C -0.480 -0.946 4.732
C -0.724 -4.817 -1.161
C 2.610 0.157 2.105
C -5.502 2.111 -0.918
C 0.434 -5.191 -0.240
C 6.355 0.187 1.582
C -6.963 3.386 0.502
C 3.968 0.069 2.373
C -3.072 1.981 -3.327
C -1.389 3.176 -0.327
C -2.246 0.411 -4.948
C -1.239 -3.479 -0.647
C 4.380 0.536 0.072
C -0.702 -0.524 3.435
C -6.774 2.565 -0.599
C 1.842 -0.623 4.366
C 1.134 -1.471 6.619
C -1.929 0.007 -2.600
C 1.401 4.724 -1.818
C 1.303 -3.945 -0.166
C -4.610 3.288 0.966
C -2.585 1.193 -2.277
C -2.908 1.596 -4.648
H 6.825 1.107 1.216
H 2.528 2.886 -1.750
H 1.999 -3.919 0.671
H 6.751 -0.646 0.989
H 2.586 0.824 -1.086
H 2.285 5.314 -2.059
H 1.901 2.962 0.365
H -1.323 -1.229 5.349
H -7.619 2.280 -1.213
H 0.055 -5.455 0.751
H 2.861 -0.651 4.726
H -1.493 3.610 0.672
H -1.744 -2.865 -1.392
H 1.847 5.368 0.225
H -3.295 2.217 -5.446
H 4.337 -0.176 3.356
H -1.898 -3.599 0.215
H -2.312 -0.432 0.380
H -6.020 4.388 2.150
H -1.502 -0.608 -1.818
H -1.699 -0.470 3.029
H -1.513 -5.570 -1.163
H 0.149 5.399 -0.166
H 1.850 -3.779 -1.097
H 1.650 -2.432 6.564
H -3.590 2.910 -3.110
H -3.775 3.578 1.597
H -1.231 -1.302 -4.147
H 1.560 0.213 7.518
H 0.210 -1.627 7.183
H -5.371 1.470 -1.782
H -2.455 0.724 1.690
H 1.767 3.180 -3.295
H -2.115 0.110 -5.980
H -1.473 3.994 -1.047
H 7.540 -0.028 3.119
H 0.577 1.363 -2.064
H 5.047 0.670 -0.770
H 0.576 3.534 1.356
H 1.003 -6.044 -0.609
H -7.954 3.744 0.749
H -0.365 -4.710 -2.186
H 0.583 5.135 -2.414
H -0.431 2.726 -2.472

---

125
Properties=species:S:1:pos:R:3 method="wB97M-V/def2-TZVPD" energy_ev=-169317.6104
S -19.479 8.623 -30.133
S -12.986 8.552 -34.367
S -17.273 14.739 -28.820
S -18.517 10.296 -35.695
S -11.114 12.577 -30.886
S -12.728 8.868 -28.238
S -16.416 15.120 -33.868
S -13.493 16.386 -28.971
O -15.743 11.429 -31.972
O -18.070 11.477 -36.460
O -11.915 12.519 -29.630
O -13.494 10.071 -27.815
O -16.668 15.621 -35.193
O -19.146 7.468 -28.998
O -18.723 14.162 -28.258
O -19.501 7.948 -31.446
O -12.173 7.950 -33.306
O -14.532 7.894 -34.199
O -16.178 14.044 -28.127
O -20.616 9.379 -29.636
O -16.246 15.997 -32.698
O -9.574 13.024 -30.500
O -13.781 7.524 -28.233
O -11.944 16.733 -29.488
O -11.507 8.486 -27.585
O -19.981 10.654 -34.967
O -15.394 11.082 -29.871
O -14.534 12.727 -30.684
O -18.666 9.001 -36.459
O -13.529 14.975 -28.528
O -12.573 8.515 -35.796
O -17.295 16.168 -29.079
O -17.626 14.015 -33.545
O -11.063 11.381 -31.726
O -14.004 17.533 -28.253
C -15.061 7.701 -28.811
C -12.433 8.973 -30.066
C -15.240 11.751 -30.880
C -13.425 10.283 -33.846
C -19.703 7.511 -27.697
C -15.025 13.937 -33.985
C -17.896 9.551 -30.034
C -20.639 9.509 -34.369
C -15.009 7.565 -32.931
C -16.110 6.505 -33.266
C -11.527 18.138 -29.636
C -18.704 12.874 -27.681
C -17.376 10.129 -34.245
C -19.846 13.453 -33.348
C -7.938 14.125 -29.271
C -15.727 6.394 -28.653
C -21.909 10.161 -33.688
C -17.462 13.999 -30.373
C -14.224 16.409 -30.677
C -20.092 12.287 -27.934
C -18.804 14.031 -34.294
C -19.083 6.612 -26.712
C -10.191 18.216 -30.419
C -11.472 14.027 -32.122
C -9.392 14.125 -29.658
Be -14.160 12.504 -28.201
H -19.527 6.787 -25.732
H -19.314 5.575 -26.958
H -17.193 9.219 -30.798
H -13.199 9.711 -30.306
H -22.541 9.381 -33.262
H -15.156 7.862 -29.885
H -12.251 13.742 -32.830
H -9.853 19.245 -30.540
H -13.631 10.258 -32.776
H -7.866 14.956 -28.571
H -14.250 10.681 -34.437
H -7.564 13.255 -28.731
H -10.514 14.165 -32.623
H -7.344 14.299 -30.169
H -14.008 17.367 -31.151
H -19.152 15.055 -34.427
H -20.099 14.203 -32.598
H -19.508 12.627 -32.722
H -20.903 8.766 -35.121
H -14.886 13.540 -32.979
H -20.011 9.075 -33.591
H -20.299 12.420 -28.996
H -12.452 7.967 -30.485
H -10.331 17.825 -31.427
H -15.803 6.308 -27.569
H -16.585 6.126 -32.362
H -16.785 6.510 -28.885
H -17.995 6.568 -26.757
H -18.355 14.497 -30.750
H -12.170 18.859 -30.141
H -18.733 13.684 -35.325
H -13.857 15.507 -31.166
H -17.601 12.918 -30.341
H -17.993 12.190 -28.145
H -9.617 15.039 -30.206
H -20.771 7.293 -27.735
H -11.312 18.466 -28.619
H -14.278 7.087 -32.278
H -17.497 11.144 -33.866
H -15.312 16.356 -30.661
H -15.206 5.508 -29.016
H -14.166 14.540 -34.279
H -20.096 11.231 -27.664
H -11.678 14.912 -31.519
H -15.335 8.471 -32.421
H -17.451 9.539 -29.039
H -22.558 10.593 -34.450
H -16.932 6.861 -33.887
H -9.951 14.100 -28.722
H -17.686 9.392 -33.505
H -21.679 10.827 -32.856
H -9.397 17.697 -29.882
H -17.972 10.617 -30.250
H -19.611 8.522 -27.300
H -20.799 12.761 -27.254
H -15.334 13.157 -34.681
H -11.471 9.458 -30.230
H -12.523 10.883 -33.966
H -16.530 14.296 -30.853
H -16.341 10.016 -34.567
H -20.795 13.114 -33.764
H -15.668 8.501 -28.386
H -18.491 12.824 -26.613
H -15.572 5.712 -33.786